{"formula": "C60H72O18", "method": "the ωB97M-V functional and the def2-TZVPD basis", "species": ["O", "C", "C", "C", "C", "O", "C", "C", "H", "H", "H", "H", "O", "C", "C", "C", "C", "O", "C", "C", "H", "H", "H", "H", "O", "C", "C", "C", "C", "O", "C", "C", "H", "H", "H", "H", "O", "C", "C", "C", "C", "O", "C", "C", "H", "H", "H", "H", "O", "C", "C", "C", "C", "O", "C", "C", "H", "H", "H", "H", "O", "C", "C", "C", "C", "O", "C", "C", "H", "H", "H", "H", "C", "C", "C", "O", "C", "H", "H", "H", "H", "H", "H", "H", "H", "C", "C", "C", "O", "C", "H", "H", "H", "H", "H", "H", "H", "H", "C", "C", "C", "O", "C", "H", "H", "H", "H", "H", "H", "H", "H", "C", "C", "C", "O", "C", "H", "H", "H", "H", "H", "H", "H", "H", "C", "C", "C", "O", "C", "H", "H", "H", "H", "H", "H", "H", "H", "C", "C", "C", "O", "C", "H", "H", "H", "H", "H", "H", "H", "H"], "coordinates": [[-1.564970, -5.204675, 1.298436], [-0.806586, -4.779868, 2.128260], [-0.692754, -3.366871, 2.549744], [0.282052, -2.957422, 3.339382], [1.030472, -4.052192, 4.123977], [1.526415, -3.826364, 5.189922], [0.994475, -5.476952, 3.662280], [0.056676, -5.803652, 2.766821], [-1.380358, -2.809946, 1.996918], [0.543258, -1.963291, 3.627613], [1.724724, -6.173875, 3.982946], [-0.026733, -6.859250, 2.363196], [3.656201, 4.828632, 0.886882], [3.805492, 4.406356, 1.997730], [3.835493, 5.288702, 3.226751], [3.984492, 4.833715, 4.465981], [3.920767, 3.350730, 4.750439], [3.760637, 2.827221, 5.792589], [3.813704, 2.462680, 3.523831], [3.857968, 2.978627, 2.274287], [3.702997, 6.314437, 2.959696], [3.888145, 5.533947, 5.316110], [3.865236, 1.407229, 3.850782], [3.752032, 2.304016, 1.381255], [3.790386, -0.457354, -2.708513], [4.241721, 0.681379, -2.752405], [4.461696, 1.457246, -1.507792], [4.668261, 2.753280, -1.539649], [4.877210, 3.466490, -2.872113], [5.330943, 4.582643, -2.985410], [4.562360, 2.682463, -4.137369], [4.433816, 1.343036, -4.011895], [4.408060, 0.832995, -0.617083], [4.823499, 3.375784, -0.631091], [4.669276, 3.189579, -5.069394], [4.168688, 0.871007, -4.929713], [0.863161, 3.823741, 0.842735], [1.126415, 4.011061, -0.360491], [1.650551, 5.248085, -0.918085], [1.964802, 5.446580, -2.178448], [1.571130, 4.339763, -3.154412], [1.378765, 4.591949, -4.316430], [1.128504, 3.025860, -2.639562], [0.863756, 2.917018, -1.326612], [1.782471, 6.111683, -0.270924], [2.455254, 6.284283, -2.652996], [1.185955, 2.289228, -3.462265], [0.462859, 1.976777, -0.951817], [-2.343141, -4.544132, -2.974912], [-3.549423, -4.656792, -2.939956], [-4.310401, -5.154519, -4.105922], [-5.546070, -4.778286, -4.262604], [-6.186475, -3.886253, -3.162431], [-7.305191, -3.419798, -3.309881], [-5.470317, -3.830558, -1.881146], [-4.259506, -4.273888, -1.702980], [-3.734040, -5.644562, -4.874129], [-6.199815, -4.964281, -5.164477], [-6.071615, -3.397869, -1.070698], [-3.774247, -4.207515, -0.711467], [-2.070959, -1.191472, -0.329341], [-0.845600, -0.996308, -0.155462], [-0.341731, 0.065397, 0.750087], [0.958810, 0.216015, 1.047180], [1.929007, -0.654744, 0.373453], [3.146668, -0.496293, 0.509025], [1.400093, -1.727732, -0.537985], [0.085337, -1.871810, -0.773988], [-1.116900, 0.735231, 1.259777], [1.265653, 0.944484, 1.732598], [2.117290, -2.482513, -0.912086], [-0.338272, -2.649493, -1.407455], [-4.250075, 4.589810, -0.135072], [-5.020866, 4.510652, 1.215702], [-4.463898, 3.252048, 1.867723], [-3.497730, 2.683796, 0.965919], [-3.011378, 3.790989, 0.127914], [-4.082213, 5.538292, -0.497199], [-4.895996, 4.057084, -0.800507], [-6.112891, 4.428187, 1.138240], [-4.837570, 5.309228, 1.861231], [-5.175875, 2.451953, 1.901844], [-4.138689, 3.452338, 2.876868], [-2.485174, 3.397371, -0.789923], [-2.287957, 4.375893, 0.691676], [-0.624386, 4.284889, 6.401663], [-0.301002, 3.087165, 5.506834], [-1.231032, 3.330647, 4.359497], [-2.390357, 3.914617, 4.899219], [-2.068537, 4.607477, 6.105629], [0.064306, 5.127451, 6.206991], [-0.565556, 4.009758, 7.466708], [-0.546566, 2.179148, 5.997986], [0.745875, 2.984898, 5.148993], [-1.565600, 2.452706, 3.821910], [-0.737822, 4.086463, 3.709857], [-2.733115, 4.292174, 6.901547], [-2.209708, 5.686281, 5.968518], [-5.789316, 0.344708, -0.871480], [-6.995015, -0.555364, -1.333713], [-7.354148, -1.148453, -0.012971], [-6.121885, -1.550850, 0.549098], [-5.132274, -0.536155, 0.220195], [-6.170915, 1.334311, -0.454580], [-5.109285, 0.527075, -1.629325], [-6.597638, -1.366249, -1.908717], [-7.687124, -0.003549, -1.884837], [-7.981401, -2.036861, -0.066232], [-7.845242, -0.438081, 0.536899], [-4.276417, -1.091850, -0.175274], [-4.842352, -0.035519, 1.132372], [-0.899831, -1.061256, -4.788563], [-2.214517, -0.283685, -4.634135], [-1.985032, 0.424689, -3.281306], [-0.620311, 0.662088, -3.144253], [0.120299, -0.201108, -4.033527], [-0.679156, -1.408567, -5.817346], [-0.937306, -1.994357, -4.157190], [-3.205140, -0.772101, -4.728334], [-2.276900, 0.492584, -5.402162], [-2.446325, -0.154784, -2.492525], [-2.422308, 1.371229, -3.190675], [0.739112, -0.847467, -3.447515], [0.746022, 0.418019, -4.737818], [5.249988, -1.920655, 2.466077], [5.278890, -2.846009, 1.294286], [4.301323, -3.957557, 1.674148], [3.325270, -3.404645, 2.528566], [3.966672, -2.300451, 3.272702], [5.110505, -0.858872, 2.111473], [6.198827, -1.948376, 3.181281], [6.305230, -3.198694, 1.167366], [4.837937, -2.330300, 0.444102], [4.830211, -4.782396, 2.214255], [3.901683, -4.377592, 0.734106], [4.186505, -2.573930, 4.307568], [3.201867, -1.515098, 3.247060], [3.594638, -3.846193, -3.460307], [2.544682, -4.828420, -3.957597], [2.065950, -5.560506, -2.652523], [3.055589, -5.453373, -1.723551], [4.066399, -4.459135, -2.152091], [3.098586, -2.817084, -3.373637], [4.437179, -3.742254, -4.147009], [2.879751, -5.646576, -4.577509], [1.744150, -4.365950, -4.485728], [1.880193, -6.600410, -2.940278], [1.151883, -5.155351, -2.289387], [4.999582, -4.986101, -2.357202], [4.356181, -3.732590, -1.391387]], "atomic_forces_ev_per_a": [[-1.1, 0.8, -1.1], [0.6, -1.6, 1.4], [0.4, -0.8, -0.7], [0.7, -1.9, 1.0], [-0.3, -0.4, -0.6], [0.6, 0.9, 0.8], [-1.3, 1.1, -1.6], [1.0, -1.2, -0.1], [-0.9, 1.5, -0.5], [-0.2, 0.6, 0.1], [0.5, -0.4, 0.7], [-0.1, 1.5, 0.5], [0.3, 0.7, -0.8], [-0.2, -0.1, 2.1], [0.2, -0.5, -1.1], [-0.6, 0.1, 1.0], [-0.6, 0.8, -3.6], [0.1, -0.4, 2.9], [1.3, 0.7, -0.2], [-0.7, -2.8, -0.1], [0.0, 0.7, 0.3], [0.3, -0.6, -0.4], [-0.3, 0.5, -0.8], [0.3, 0.7, 0.9], [0.4, 0.5, 0.0], [-0.7, -1.0, 0.9], [0.0, -1.4, 0.1], [0.9, 2.1, 0.0], [-0.4, -0.4, -0.6], [-0.1, -0.1, 0.6], [0.9, -1.2, 2.4], [-0.7, 2.5, -1.9], [-0.1, 0.4, 0.0], [-0.2, -0.5, -0.8], [-0.2, 0.3, -0.5], [0.2, -1.1, -0.3], [0.7, 0.7, -2.0], [-1.4, -1.3, 1.4], [0.4, 2.2, 1.2], [-0.1, -2.2, -2.0], [-0.5, 1.0, 0.9], [0.5, 0.2, -0.9], [1.2, 0.3, 0.2], [-0.1, -1.1, -1.0], [0.0, -0.5, 0.4], [-0.3, 0.4, 0.4], [-0.8, 0.1, 1.0], [0.1, 0.3, 0.2], [0.4, -0.1, -0.4], [1.1, -0.5, 1.0], [1.4, 0.1, -0.2], [-3.0, 1.5, -0.3], [-0.8, -1.5, -1.3], [1.0, -0.1, 0.0], [-2.4, 1.2, 0.9], [1.0, -0.1, 0.4], [0.1, -0.3, 0.0], [0.9, 0.1, 1.1], [0.4, -0.2, -0.2], [0.1, -0.2, -0.9], [2.4, 0.7, 0.6], [-3.4, 0.4, 0.2], [-1.0, 1.3, 1.3], [-1.5, -1.3, -1.2], [1.5, -0.2, -0.4], [-1.5, -0.2, 0.1], [0.0, -0.8, 0.2], [1.8, -0.8, -0.7], [1.0, -1.0, -1.0], [0.7, 1.0, 0.8], [-0.3, 0.8, 0.1], [0.2, 0.0, 0.1], [-1.4, -1.9, 1.5], [-0.2, -0.9, -0.7], [-0.3, -0.8, -0.9], [1.2, 1.2, -0.5], [0.3, -1.3, 0.1], [0.4, 2.2, -0.7], [-0.1, -0.3, -1.0], [0.3, 0.1, -0.4], [0.4, 1.6, 0.8], [-0.8, -0.3, 0.4], [0.8, 0.0, 0.3], [-0.7, 0.1, 1.0], [0.2, 0.1, 0.2], [1.1, -0.1, 1.1], [0.8, 0.2, -0.3], [0.3, 0.9, -0.7], [-0.9, 0.2, 0.4], [0.0, 0.5, -0.7], [-0.4, -0.3, 0.1], [0.4, 0.2, -0.3], [-0.3, -0.9, 0.6], [-0.5, 0.3, 0.4], [0.2, -0.1, -0.4], [-0.3, -0.6, -0.3], [-0.2, -0.2, 0.1], [-0.1, -0.1, -0.1], [-1.9, 0.0, 2.1], [2.6, 0.2, 1.0], [0.3, -2.0, -1.2], [0.2, 0.4, 0.2], [-0.5, -0.8, -0.7], [0.5, -1.2, -0.5], [1.3, 0.6, -1.6], [0.1, -0.3, -0.8], [-1.4, 0.7, -0.7], [-0.1, -0.1, -0.1], [-1.3, 1.9, 2.0], [-0.1, 0.4, 0.1], [0.1, 0.4, 0.2], [-0.7, -1.6, 1.0], [-0.1, 1.2, -0.2], [-1.0, -1.1, -0.7], [1.3, -0.8, -0.3], [0.0, 0.9, -1.2], [0.2, 0.6, 0.6], [-0.4, 0.6, -0.8], [0.8, -0.4, 0.4], [0.3, 0.1, -0.1], [0.4, -0.6, 0.6], [-1.0, 1.5, -0.3], [0.7, -0.2, 0.3], [-0.5, -0.4, 0.8], [0.6, 2.0, 2.4], [-0.1, -0.5, 0.2], [1.1, -1.2, -0.2], [0.5, 0.9, 0.3], [-0.4, -0.4, -1.1], [0.5, -1.0, 0.5], [-1.9, -0.1, -1.6], [-0.3, -0.1, -0.6], [0.5, 0.0, -0.3], [-0.3, 0.4, -0.3], [-0.5, 0.0, 0.7], [-0.2, -0.2, -0.1], [0.3, 0.0, 0.2], [-1.0, 1.3, -0.2], [-0.1, -1.1, 1.1], [-0.6, 0.1, -2.5], [2.5, 1.4, 1.2], [0.1, -0.8, -0.2], [0.9, -1.4, 0.2], [-0.1, 0.1, 0.0], [0.7, 0.1, -0.5], [-0.7, 0.5, -0.3], [0.0, -0.1, 0.4], [-1.0, 0.5, 0.4], [0.0, -0.4, 0.1], [-0.7, 0.0, 0.3]], "e_lumo_ha": -0.0703, "homo_ev": -9.28, "smiles": "O=C1C=CC(=O)C=C1.O=C1C=CC(=O)C=C1.O=C1C=CC(=O)C=C1.O=C1C=CC(=O)C=C1.O=C1C=CC(=O)C=C1.O=C1C=CC(=O)C=C1.C1CCOC1.C1CCOC1.C1CCOC1.C1CCOC1.C1CCOC1.C1CCOC1", "total_charge": 0, "e_tot_ha": -3683.37894, "gap_ev": 7.4, "e_above_lowest_kcal_mol": 40.3}